# 1
ORCA calculation (ωB97M-V/def2-TZVPD) on a 9-piece molecular cluster, C36H49F15N4O12 overall in a non-equilibrium geometry.

The geometry in XYZ format:
```
116
Properties=species:S:1:pos:R:3:forces:R:3
C 2.086 5.964 -4.639 -0.34 0.58 0.53
C 2.022 4.665 -3.850 0.66 -1.39 -0.74
O 2.025 4.801 -2.433 0.55 0.79 2.09
C 3.177 4.638 -1.745 0.35 -0.36 -1.04
O 4.286 4.386 -2.136 -0.96 0.19 -0.65
C 2.995 4.757 -0.235 0.22 -1.11 0.37
F 2.321 5.827 0.068 -0.50 1.39 0.53
F 2.344 3.709 0.298 -0.79 -0.54 -0.26
F 4.174 4.727 0.374 0.30 0.72 -0.08
H 2.091 5.776 -5.736 0.17 0.08 0.87
H 2.837 6.720 -4.326 -0.04 -0.85 -0.32
H 1.124 6.406 -4.372 0.06 0.39 -0.46
H 2.838 3.929 -3.968 -0.39 0.38 -1.02
H 1.029 4.240 -4.087 0.67 -0.22 0.24
C -4.711 -1.161 1.675 0.28 -0.54 0.42
C -4.554 -2.693 1.598 -0.41 0.58 0.94
O -5.203 -3.165 0.431 0.35 -0.26 -1.84
C -4.508 -3.043 -0.721 -2.09 0.39 1.02
O -3.405 -2.655 -0.874 1.46 0.29 0.05
C -5.379 -3.436 -1.917 -0.14 -2.14 0.13
F -4.646 -4.235 -2.701 0.39 -0.58 0.02
F -6.427 -4.146 -1.466 -0.11 0.17 -0.39
F -5.798 -2.498 -2.715 -0.54 1.56 0.04
H -4.417 -0.829 2.686 -0.43 -0.05 -0.33
H -5.753 -0.909 1.425 0.41 0.09 0.32
H -4.036 -0.644 0.989 -0.35 -0.19 -0.04
H -5.074 -3.224 2.424 0.36 0.51 -0.47
H -3.528 -3.025 1.563 0.48 0.03 0.17
C -3.424 -0.150 -3.322 0.22 1.23 -0.49
C -3.576 1.314 -2.905 0.47 -0.71 -0.95
O -4.945 1.715 -2.971 -1.30 0.16 0.48
C -5.764 1.300 -1.997 0.80 0.92 -0.67
O -5.493 0.596 -1.080 0.03 -0.45 0.50
C -7.152 1.933 -2.205 -1.08 -0.21 -1.46
F -7.761 1.253 -3.240 0.64 0.81 0.58
F -7.971 1.775 -1.168 0.68 0.50 -0.05
F -7.051 3.248 -2.554 -0.32 -1.32 0.59
H -2.399 -0.425 -3.274 1.14 -0.06 -0.05
H -3.767 -0.343 -4.343 -0.16 0.19 0.23
H -3.885 -0.789 -2.632 -0.99 -0.88 0.85
H -3.070 1.952 -3.629 -0.10 0.09 0.08
H -3.181 1.550 -1.928 0.10 -0.28 0.39
C -2.385 3.955 1.143 1.59 2.09 0.96
C -1.657 3.991 -0.148 -0.48 1.42 -1.67
O -2.130 5.167 -1.001 0.64 -1.14 0.05
C -1.797 5.005 -2.276 -0.47 1.69 0.47
O -1.266 4.103 -2.844 0.28 -0.75 0.16
C -2.160 6.272 -3.101 -0.27 0.00 -0.87
F -2.976 5.922 -4.103 -0.67 -0.32 0.15
F -2.716 7.260 -2.423 -0.19 -0.01 0.41
F -1.092 6.766 -3.727 0.90 0.11 0.32
H -2.045 4.809 1.799 -0.23 -0.81 -0.60
H -2.011 3.057 1.612 -0.67 -0.51 0.41
H -3.436 4.117 1.023 -0.66 -0.71 -0.04
H -1.919 3.162 -0.778 0.32 -0.71 0.00
H -0.579 4.156 -0.103 -0.09 -0.40 0.26
C 2.802 -3.866 5.621 -1.18 -0.92 -1.20
C 1.537 -4.428 4.952 1.15 -1.50 1.03
O 2.048 -5.577 4.145 0.37 1.66 0.44
C 1.225 -6.517 3.819 -1.13 -0.05 -0.56
O 0.071 -6.638 4.115 -0.11 -0.25 0.19
C 1.892 -7.407 2.777 2.91 -1.12 -1.25
F 1.466 -7.152 1.536 -1.12 -0.23 0.34
F 3.231 -7.114 2.673 -0.52 -0.25 0.64
F 1.849 -8.744 3.013 -0.70 1.19 0.02
H 3.508 -3.619 4.842 0.29 0.13 -0.11
H 3.208 -4.626 6.262 0.31 -0.19 0.42
H 2.530 -2.986 6.142 -0.06 0.94 0.68
H 1.044 -3.711 4.324 -0.25 0.09 -0.52
H 0.851 -4.901 5.669 0.05 0.58 -0.19
C 1.852 -0.679 -2.275 -0.29 -0.99 0.24
N 2.961 -0.093 -1.588 1.38 1.75 -0.38
C 3.369 1.305 -1.935 -0.83 -1.66 0.94
C 3.917 -0.819 -0.995 -1.10 -0.14 0.91
O 4.828 -0.388 -0.322 0.93 0.29 -0.29
H 1.773 -1.761 -2.051 -0.07 0.56 0.44
H 2.038 -0.688 -3.326 -0.15 0.45 -1.05
H 0.919 -0.169 -2.011 0.13 -0.25 -0.22
H 2.906 1.981 -1.268 -0.89 0.79 0.58
H 4.407 1.423 -1.710 0.78 -0.11 -0.47
H 3.053 1.487 -2.936 0.13 0.34 -0.85
H 3.670 -1.859 -1.021 0.03 -1.28 -0.13
C 5.855 -0.046 2.636 -0.22 0.66 1.02
N 4.454 -0.055 3.112 0.88 -0.08 -0.95
C 3.453 0.686 2.346 0.73 -0.76 -0.64
C 4.027 -0.714 4.200 -0.28 -1.03 0.21
O 2.853 -0.723 4.582 0.85 -0.11 0.08
H 6.025 -0.617 1.750 -0.48 -0.18 -0.87
H 6.460 -0.569 3.384 0.08 0.58 0.21
H 6.194 1.017 2.438 -0.30 -1.21 0.48
H 2.549 0.422 2.880 -0.43 0.81 -0.18
H 3.787 1.729 2.360 -0.69 0.07 -0.08
H 3.377 0.325 1.278 0.28 0.38 1.21
H 4.803 -1.383 4.692 -0.45 0.89 -0.33
C 2.341 -4.849 -0.633 -0.56 0.61 -0.24
C 2.961 -4.104 0.383 -1.35 -0.42 -0.62
C 2.199 -3.192 1.139 -0.11 -0.58 -0.64
N 0.900 -2.978 0.926 0.19 -1.21 -0.54
C 0.322 -3.757 -0.050 -2.54 2.99 0.87
C 0.940 -4.639 -0.866 2.63 0.03 0.88
H 2.933 -5.493 -1.304 -0.38 0.26 0.54
H 4.004 -4.197 0.583 0.56 -0.14 0.07
H 2.723 -2.629 1.909 -0.35 0.20 0.03
H -0.790 -3.456 -0.274 2.12 -0.78 0.58
H 0.370 -5.016 -1.666 -0.25 -0.89 -0.84
C -0.339 0.366 2.250 1.38 0.48 1.04
C 0.338 1.277 1.427 -0.49 -0.43 -0.10
C 0.084 1.222 0.051 -0.20 0.19 1.62
N -0.872 0.460 -0.426 -1.45 -1.00 -0.24
C -1.566 -0.354 0.422 0.68 -0.45 -1.45
C -1.241 -0.535 1.735 0.03 0.55 0.22
H -0.087 0.289 3.317 0.00 0.26 -0.44
H 1.045 2.007 1.800 0.03 -0.18 0.20
H 0.632 1.866 -0.618 0.04 0.02 -0.34
H -2.313 -1.037 0.019 0.23 0.54 -0.50
H -1.679 -1.327 2.335 -0.04 0.24 -0.07
```
Positions in Å, forces in eV/Å.

Values from the calculation:
Orbital gap   9.77 eV
Max |F|   4.019 eV/A
Highest occupied orbital energy   -9.314 eV
SMILES string   CCOC(=O)C(F)(F)F.CCOC(=O)C(F)(F)F.CCOC(=O)C(F)(F)F.CCOC(=O)C(F)(F)F.CCOC(=O)C(F)(F)F.CN(C)C=O.CN(C)C=O.c1ccncc1.c1ccncc1

# 2
ORCA calculation (ωB97M-V/def2-TZVPD) on a 2-piece molecular cluster, C36H49N4 overall in a non-equilibrium geometry.

The geometry in XYZ format:
```
89
Properties=species:S:1:pos:R:3:forces:R:3
C 2.626 -2.851 -0.509 0.19 -0.15 0.17
C 1.912 -2.061 -1.594 -0.17 0.42 -0.03
C 1.741 -2.874 -2.875 -0.01 0.10 -0.10
C 2.619 -0.735 -1.857 -0.36 -0.30 0.00
C 3.915 -0.742 -2.374 0.13 0.13 0.09
C 4.573 0.452 -2.649 -0.01 -0.05 -0.05
C 3.923 1.666 -2.433 0.19 -0.11 0.02
C 2.622 1.705 -1.937 -0.24 0.24 0.27
C 1.925 3.038 -1.688 -0.23 -0.15 -0.27
C 2.281 4.114 -2.717 -0.02 -0.11 -0.08
C 2.198 3.544 -0.275 0.08 -0.07 0.27
C 1.979 0.491 -1.633 0.35 0.08 -0.54
N 0.619 0.494 -1.141 -1.16 0.16 0.85
N -0.424 0.684 -1.975 -1.32 -0.96 0.80
N -1.515 0.555 -1.175 2.41 0.43 -0.43
C -2.864 0.532 -1.715 -0.38 0.19 -0.30
C -3.508 -0.696 -1.928 0.19 -0.44 0.04
C -2.824 -2.035 -1.658 0.21 0.35 0.01
C -2.688 -2.862 -2.937 0.00 0.11 -0.16
C -3.536 -2.824 -0.563 -0.14 0.00 0.09
C -4.814 -0.694 -2.423 0.11 0.20 0.06
C -5.474 0.499 -2.701 0.02 0.04 0.03
C -4.822 1.710 -2.485 0.08 -0.22 0.04
C -3.513 1.739 -1.994 0.09 0.49 0.05
C -2.827 3.084 -1.774 0.20 -0.33 0.04
C -3.534 3.910 -0.703 -0.14 -0.01 0.07
C -2.690 3.858 -3.084 0.01 -0.12 -0.14
C -1.167 0.423 0.144 -0.70 0.06 -1.68
C -2.178 0.481 1.189 -0.73 -0.06 1.11
C 0.215 0.311 0.200 0.93 -0.20 -1.17
C 1.080 0.013 1.236 0.54 -0.16 0.43
H 2.655 -2.266 0.414 0.09 -0.02 -0.09
H 2.101 -3.792 -0.311 0.10 0.05 -0.04
H 3.659 -3.077 -0.798 -0.17 -0.06 0.05
H 0.914 -1.817 -1.225 -0.02 -0.11 0.03
H 1.171 -2.294 -3.611 0.13 -0.14 0.05
H 2.715 -3.126 -3.310 -0.20 -0.04 0.02
H 1.194 -3.800 -2.667 0.12 0.09 -0.06
H 4.407 -1.702 -2.560 -0.15 0.38 0.05
H 5.591 0.438 -3.053 -0.41 0.01 0.17
H 4.444 2.601 -2.649 -0.22 -0.34 0.04
H 0.851 2.832 -1.781 0.13 0.20 0.03
H 2.141 3.740 -3.736 0.06 0.09 0.09
H 1.633 4.988 -2.582 0.14 -0.14 0.00
H 3.320 4.447 -2.604 -0.19 -0.01 -0.04
H 1.881 2.807 0.470 0.05 0.07 0.01
H 3.271 3.730 -0.134 -0.18 -0.02 -0.02
H 1.661 4.479 -0.087 0.07 -0.11 -0.04
H -1.813 -1.807 -1.302 -0.02 -0.12 -0.02
H -2.130 -2.300 -3.694 -0.10 -0.12 0.05
H -2.150 -3.794 -2.735 -0.10 0.10 -0.02
H -3.673 -3.110 -3.352 0.22 0.00 0.07
H -3.595 -2.243 0.363 -0.08 -0.14 -0.11
H -4.557 -3.086 -0.870 0.21 0.02 0.12
H -2.991 -3.750 -0.349 -0.11 0.09 -0.04
H -5.312 -1.649 -2.595 0.11 0.26 0.03
H -6.498 0.484 -3.086 0.40 0.01 0.14
H -5.327 2.652 -2.698 0.12 -0.26 0.04
H -1.816 2.861 -1.418 -0.07 0.18 -0.01
H -3.592 3.354 0.240 -0.07 0.14 -0.10
H -2.987 4.840 -0.519 -0.11 -0.10 -0.03
H -4.556 4.163 -1.016 0.21 -0.01 0.12
H -2.133 3.260 -3.813 -0.10 0.14 0.03
H -3.674 4.090 -3.509 0.21 0.02 0.06
H -2.148 4.795 -2.919 -0.11 -0.08 -0.03
H -1.671 0.513 2.162 -0.23 -0.01 -0.16
H -2.799 1.391 1.104 0.25 -0.39 0.03
H -2.860 -0.386 1.181 0.22 0.29 0.04
H 0.665 0.058 2.231 0.35 0.60 0.01
H 2.151 0.012 1.028 -0.32 0.29 0.41
C 3.347 -2.765 3.870 0.46 -0.17 0.08
N 2.002 -2.207 4.093 -0.51 0.53 -1.73
C 1.659 -1.756 5.420 -0.22 0.54 1.00
C 1.251 -2.668 6.405 -0.01 0.11 -0.28
C 0.931 -2.207 7.689 0.19 0.27 -0.30
C 1.055 -0.847 8.001 0.08 -0.13 -0.38
C 1.510 0.050 7.026 -0.08 -0.32 -0.05
C 1.812 -0.402 5.738 -0.04 -0.18 -0.09
C 1.238 -2.034 3.028 -0.19 -1.09 1.28
H 3.933 -2.642 4.785 -0.14 -0.08 -0.26
H 3.280 -3.827 3.604 -0.03 0.22 0.15
H 3.832 -2.227 3.048 -0.10 -0.09 0.24
H 1.178 -3.730 6.157 -0.04 0.32 0.12
H 0.592 -2.912 8.446 0.09 0.15 -0.22
H 0.799 -0.488 9.001 0.12 -0.14 -0.36
H 1.634 1.105 7.263 -0.05 -0.25 -0.05
H 2.180 0.283 4.969 -0.16 -0.14 0.28
H 0.220 -1.665 3.166 0.49 -0.28 -0.03
H 1.552 -2.525 2.108 -0.19 0.37 0.22
```
Positions in Å, forces in eV/Å.

Values from the calculation:
Net charge   +1
Orbital gap   5.54 eV
Max |F|   2.489 eV/A
Highest occupied orbital energy   -9.013 eV

Sequential total energy output: -109419.233; -44079.683 eV